Density functional theory data (the ωB97M-V functional and the def2-TZVPD basis) for a cluster of 10 separate species, C7H31NO9 in total.

ORCA input file:
```
! RIJCOSX wB97M-V def2-TZVPD def2/J DEFGRID3
* xyz 0 1
C 0.27 -0.48 -0.20
C 0.16 0.68 0.86
C 1.36 1.51 0.87
C 1.69 2.60 0.11
C 0.69 3.19 -0.73
C 0.47 2.83 -2.01
C 2.40 1.19 1.95
N -1.09 -1.01 -0.44
H 0.82 -1.26 0.32
H 0.78 -0.17 -1.16
H 0.00 0.18 1.78
H -0.78 1.26 0.62
H 2.52 3.15 0.11
H 0.41 4.12 -0.54
H 0.98 1.99 -2.50
H -0.22 3.44 -2.77
H 2.67 0.13 1.66
H 3.22 2.00 1.78
H 1.92 1.40 2.96
H -1.50 -1.39 0.35
H -1.75 -0.16 -0.84
H -4.22 -0.01 -0.33
H -3.49 1.46 -0.15
O -3.89 0.60 0.31
H 1.48 -2.72 1.41
H 2.62 -2.41 2.56
O 2.48 -2.34 1.61
H 0.17 -4.33 1.41
H -0.36 -3.09 0.76
O 0.41 -3.69 0.77
H -1.51 2.57 -0.33
H -2.00 2.03 -1.76
O -2.14 1.98 -0.71
H -1.18 -0.66 -4.03
H -1.49 -0.47 -2.48
O -1.44 -0.06 -3.29
H -3.35 0.64 2.16
H -2.95 0.37 3.57
O -2.89 0.02 2.73
H 2.47 -1.39 -2.40
H 2.02 -2.67 -1.87
O 2.10 -2.18 -2.75
H -2.71 -3.49 0.83
H -2.74 -2.25 1.93
O -2.22 -2.90 1.46
H 3.07 0.63 -1.11
H 3.83 -0.55 -1.21
O 2.90 -0.32 -1.27
*
```

As for the SMILES: C=C/C=C(/C)CCN.O.O.O.O.O.O.O.O.O. Its energy above the lowest of the compared OMol25 structures with the same formula, charge and spin is 137.88 kcal/mol. The HOMO energy comes out at -8.46 eV. As for the HOMO-LUMO gap: 8.86 eV.

These are the Löwdin partial charges, in e, on atoms 1 to 4:
1. C -0.214
2. C -0.138
3. C -0.297
4. C -0.096

---

Density functional theory data (the ωB97M-V functional and the def2-TZVPD basis) for a cluster of 12 separate species, C7H32O11 in total.

ORCA input file:
```
! RIJCOSX wB97M-V def2-TZVPD def2/J DEFGRID3
* xyz 1 2
C 2.04 -0.82 2.94
C 2.98 0.00 2.50
C -0.12 -0.72 1.94
C 1.02 -1.48 2.14
C 1.25 -2.96 1.77
C 1.76 -3.30 0.59
C -1.30 -1.21 1.13
H 2.01 -1.10 4.06
H 3.12 0.09 1.43
H 3.68 0.56 3.09
H -0.12 0.36 2.03
H 0.96 -3.55 2.64
H 2.22 -4.31 0.44
H 1.95 -2.75 -0.29
H -2.07 -0.46 1.01
H -0.88 -1.51 0.15
H -1.70 -2.21 1.34
H -1.98 -0.17 -2.20
H -2.72 -0.95 -1.19
O -2.08 -1.09 -1.90
H -0.37 2.06 0.46
H 0.62 2.99 1.50
O -0.15 2.97 0.93
H 0.58 -3.51 -2.00
H -0.62 -3.94 -2.69
O 0.30 -4.29 -2.51
H -4.57 -1.28 -1.47
H -4.44 0.24 -1.36
O -4.41 -0.56 -0.82
H 1.58 2.76 -0.66
H 3.17 2.75 -0.91
O 2.31 2.53 -1.24
H 3.73 -2.11 -2.18
H 3.54 -0.51 -2.18
O 3.19 -1.37 -1.94
H -2.42 1.54 -3.57
H -2.62 2.05 -2.13
O -2.82 1.30 -2.72
H -0.17 2.33 3.81
H 1.32 2.10 3.31
O 0.65 2.77 3.58
H 0.17 2.59 -2.10
H -0.52 3.70 -1.47
O -0.69 2.78 -1.67
H -0.14 -0.76 -1.59
H 1.38 -0.96 -1.56
O 0.69 -0.29 -1.50
H -3.17 3.02 -0.36
H -2.66 3.39 0.92
O -3.52 3.30 0.49
*
```

Its energy above the lowest of the compared OMol25 structures with the same formula, charge and spin is 53.37 kcal/mol. The HOMO energy (spin up / spin down) comes out at -13.86 / -13.84 eV. As for the HOMO-LUMO gap (spin up / spin down): 9.58 / 5.93 eV.

These are the Löwdin partial charges, in e, on atoms 1 to 4:
1. C -0.127
2. C 0.070
3. C 0.087
4. C -0.118

---

Density functional theory data (the ωB97M-V functional and the def2-TZVPD basis) for a cluster of 9 separate species, C7H33F9N5O7PS in total.

ORCA input file:
```
! RIJCOSX wB97M-V def2-TZVPD def2/J DEFGRID3
* xyz 2 1
N -4.08 6.12 0.09
H -4.33 5.45 -0.65
H -4.18 7.13 -0.32
H -3.12 5.98 0.40
H -4.79 5.96 0.83
N -4.38 8.98 -3.65
H -4.39 8.81 -2.61
H -5.15 8.56 -4.18
H -3.47 8.71 -4.10
H -4.41 10.02 -3.77
N -1.54 5.78 -3.95
H -2.26 5.44 -3.32
H -1.60 6.87 -4.15
H -1.67 5.30 -4.85
H -0.64 5.60 -3.51
N -3.17 7.44 -7.87
H -2.91 6.48 -7.66
H -2.69 7.71 -8.73
H -2.81 8.01 -7.04
H -4.20 7.50 -7.96
N -0.88 9.26 -1.71
H -0.66 8.97 -2.68
H -0.46 8.65 -0.99
H -1.91 9.31 -1.46
H -0.44 10.17 -1.52
C -0.57 9.19 -5.09
O -1.70 8.42 -4.67
H -0.86 10.24 -5.20
H 0.31 9.13 -4.40
H -0.13 8.79 -6.02
C -4.19 9.74 -0.31
O -3.33 10.74 -0.81
O -3.80 8.61 -0.92
C -4.24 9.75 1.21
F -4.46 8.48 1.67
F -3.05 10.13 1.72
F -5.17 10.57 1.69
C -3.69 12.12 -0.57
C -2.66 12.97 -1.29
H -2.50 12.61 -2.31
H -2.94 14.02 -1.32
H -1.68 12.82 -0.82
H -3.68 12.35 0.50
H -4.67 12.26 -1.02
H -5.17 10.04 -0.74
P -6.35 7.03 -5.97
F -7.48 6.01 -5.66
F -5.56 6.57 -4.61
F -5.49 5.91 -6.81
F -5.09 8.09 -6.30
F -7.07 7.48 -7.33
F -7.06 8.24 -5.18
C -7.35 11.84 -5.59
C -8.13 11.87 -4.28
O -7.17 12.31 -3.29
S -5.81 12.78 -3.94
O -4.84 11.74 -3.78
O -5.49 14.07 -3.54
O -6.33 12.84 -5.42
H -7.92 12.04 -6.49
H -6.90 10.85 -5.78
H -8.50 10.89 -4.04
H -8.88 12.65 -4.38
*
```

Its energy above the lowest of the compared OMol25 structures with the same formula, charge and spin is 0.00 kcal/mol. The HOMO energy comes out at -14.88 eV. As for the HOMO-LUMO gap: 8.42 eV.

These are the Löwdin partial charges, in e, on atoms 1 to 4:
1. N 0.261
2. H 0.139
3. H 0.088
4. H 0.137